Formula: C5H9NO
Source: OMol25
Level of theory: ωB97M-V/def2-TZVPD

```
16
Properties=species:S:1:pos:R:3:forces:R:3
C 1.45374 -1.19374 1.17871 0.2 0.0 0.0
C 0.55042 -1.30568 -0.03722 -0.3 -0.3 0.4
N -0.83109 -0.96670 0.35678 -0.7 0.0 0.0
C -0.28045 -0.34560 -0.82720 0.1 0.0 -0.2
C -0.20273 1.13706 -0.93064 0.1 -0.1 -0.1
C -1.36568 1.93311 -0.53504 -0.2 0.1 -0.1
O -0.19795 1.86565 0.28459 0.1 0.1 0.2
H 2.19958 -1.98222 1.12586 0.3 0.2 0.0
H 0.83558 -1.43208 2.06248 0.3 0.1 -0.3
H 1.92876 -0.23119 1.36478 0.0 0.0 -0.2
H 0.66668 -2.25414 -0.57333 -0.3 0.1 0.4
H -0.68837 -0.26165 1.09305 -0.3 -0.4 -0.1
H -0.72851 -0.80267 -1.71011 0.4 0.2 -0.2
H 0.45336 1.51940 -1.71170 0.0 0.1 0.1
H -1.55147 2.89533 -1.01008 0.1 -0.1 0.1
H -2.24187 1.42513 -0.13092 0.2 0.1 -0.1
```
Positions in Å, forces in eV/Å.

Calculated values
SMILES string   C[C@H]1N[C@H]1[C@H]1CO1
Kohn-Sham gap   10.2 eV
LUMO level   1.14 eV

***

Formula: C2H2S2
Source: OMol25
Level of theory: ωB97M-V/def2-TZVPD

```
6
Properties=species:S:1:pos:R:3:forces:R:3
C 0.12475 -0.45552 0.71330 1.1 1.8 0.4
C -0.19780 0.04257 -0.57607 -0.8 -0.9 -1.1
S 0.78628 -0.82765 2.05090 -0.7 -0.4 -0.6
S -0.03387 1.83789 0.03431 -0.1 -1.9 -0.2
H 0.59540 -0.34147 -1.33584 -1.4 0.8 1.1
H -1.27476 -0.25582 -0.88660 1.8 0.6 0.3
```
Positions in Å, forces in eV/Å.

Calculated values
Kohn-Sham gap (spin up / spin down)   6.9 / 6.9 eV
LUMO level (spin up / spin down)   -1.22 / -1.23 eV

***

Formula: C3H3Cl3
Source: OMol25
Level of theory: ωB97M-V/def2-TZVPD

```
9
Properties=species:S:1:pos:R:3:forces:R:3
C 1.42283 -0.00661 -0.04652 -2.4 1.4 1.2
C -1.79896 0.77409 0.87930 3.1 0.1 0.6
C -0.19175 -0.03601 0.08837 -0.5 -0.5 -0.1
Cl -3.02889 -0.32468 0.65525 -1.0 -0.8 0.0
Cl -1.03498 1.20527 -0.92115 0.4 0.5 -1.4
Cl -0.63468 -1.64811 -0.47395 0.1 -0.3 -0.1
H 1.80959 -0.67694 0.70803 0.1 -0.2 0.0
H 1.70116 -0.29829 -1.04642 0.0 -0.2 -0.2
H 1.75569 1.01127 0.15709 0.1 -0.1 0.0
```
Positions in Å, forces in eV/Å.

Calculated values
Kohn-Sham gap   9.3 eV
LUMO level   0.28 eV

***

Formula: C16H19NO4
Source: OMol25
Level of theory: ωB97M-V/def2-TZVPD

```
40
Properties=species:S:1:pos:R:3:forces:R:3
C 4.62207 -0.35956 -1.02846 -2.9 0.2 -0.1
C 3.41085 0.12311 -0.31244 -1.0 0.4 0.7
C 3.48888 1.29553 0.48259 -1.3 -1.5 0.7
C 2.40379 1.53394 1.38944 1.7 1.3 -1.1
C 1.27782 0.76819 1.42355 -2.0 -1.4 -0.9
C 1.18496 -0.32143 0.53744 0.1 -1.2 -0.2
C 2.23015 -0.66790 -0.26872 1.5 0.2 -0.2
C -0.00789 -1.26326 0.54115 0.5 -1.2 0.8
C -1.22450 -0.35419 0.65996 -0.8 -0.7 -1.3
C -1.17316 0.44198 1.96390 0.8 -1.3 -1.1
N 0.13669 1.03472 2.18552 0.5 0.4 2.5
C 0.32312 1.60714 3.55453 -1.3 1.8 -1.2
C -2.60014 -1.16165 0.36188 2.9 2.4 1.6
O -3.47700 -1.17717 1.12683 -2.2 -0.3 2.5
O -2.69216 -1.75188 -0.79257 0.7 0.9 -4.0
C -2.40051 -0.78081 -1.89693 0.4 -0.3 -3.2
C -3.54092 0.25061 -2.21123 -1.5 -2.6 -2.6
C -2.14600 -1.58583 -3.22140 -0.3 1.7 1.0
O -1.16294 -0.03818 -1.71535 -0.7 -1.4 -1.0
C -1.08257 0.56717 -0.54837 -1.0 4.1 1.9
O -1.03750 1.79621 -0.46125 0.3 -2.6 -0.3
H 4.97781 0.40458 -1.60714 1.1 1.7 -1.9
H 4.45317 -1.25306 -1.55380 -0.2 -1.1 -0.9
H 5.26864 -0.50953 -0.27978 3.0 -0.9 2.5
H 4.41477 1.90235 0.54451 -0.8 -0.4 -0.2
H 2.39392 2.45468 1.94398 0.2 0.2 0.4
H 2.16271 -1.67322 -0.75045 0.3 1.1 0.0
H 0.13941 -1.93789 1.43714 -0.7 0.6 -0.7
H -0.08603 -1.96667 -0.35202 0.4 1.2 1.0
H -1.53312 -0.21344 2.72917 0.4 -0.8 1.0
H -1.93329 1.15526 1.94113 -1.1 1.8 -0.3
H 1.34929 1.82001 3.78656 0.6 0.2 -0.5
H 0.03031 0.99038 4.40371 -0.6 -0.4 -0.3
H -0.24430 2.62011 3.58800 0.8 -1.6 0.3
H -3.68060 0.90521 -1.44177 -0.2 2.1 2.0
H -4.53030 -0.33038 -2.28451 1.4 0.6 0.2
H -3.51174 0.81314 -3.24855 0.8 -1.2 2.2
H -1.26720 -2.17281 -3.12406 0.4 -1.1 0.3
H -1.87086 -0.87798 -4.02200 -0.5 0.0 0.5
H -3.06566 -2.08746 -3.48023 0.1 -0.5 -0.1
```
Positions in Å, forces in eV/Å.

Calculated values
SMILES string   Cc1ccc2c(c1)CC1(CN2C)C(=O)OC(C)(C)OC1=O
Kohn-Sham gap   8.1 eV
LUMO level   0.65 eV

***

Table of energy relative to the best compared isomer or geometry (same formula, charge and spin) (eV), in record order: 3.4707; 1.7083; 4.7540; 3.6512